[1]
This record from OMol25 describes C49H50BrHgN10O6P as an isolated structure. The level of theory is ωB97M-V with the def2-TZVPD basis set.

Each line ends with the Mulliken charge.
CARTESIAN COORDINATES (ANGSTROEM)
H 1.36 -0.30 3.58  0.20
H 1.29 -4.66 2.27  0.43
H -6.89 2.16 -0.82  0.39
O -0.41 -2.61 -2.67  -0.71
C 2.43 -0.15 3.44  -2.44
H 2.85 -3.68 -2.15  0.56
C 0.41 -5.95 -3.73  -0.47
H 2.25 7.14 -1.27  0.46
H 4.48 6.10 -0.34  0.36
C -1.42 -4.70 -2.04  0.73
H 3.25 3.37 1.15  0.79
N -2.48 -2.95 -0.57  0.57
C -3.13 -2.01 4.25  -0.94
H 1.65 4.99 -2.45  0.27
H 1.82 -2.33 -1.72  -0.14
C 2.57 -3.01 -1.33  -1.35
C -4.03 0.35 -0.63  -0.11
C -0.91 2.30 1.11  -0.43
C 2.52 5.09 -1.79  -1.25
N -0.56 2.88 2.18  -0.42
C -2.97 1.83 -4.69  0.02
C 5.48 1.31 0.01  0.57
H 3.45 5.49 0.97  0.18
C -5.33 0.70 -1.00  -0.95
H -1.42 3.23 -4.17  0.56
H 4.79 1.03 -1.75  0.44
H -4.54 -0.40 4.51  0.46
H 3.42 -5.45 -0.60  0.47
H -1.54 -3.36 3.83  0.54
H -3.57 -2.65 5.01  0.40
N -3.59 -4.81 -0.86  -0.12
H 4.10 -4.27 0.53  0.41
C 2.08 -3.82 -0.13  1.19
C -1.41 -1.63 2.58  -0.09
H 1.18 -4.38 -0.41  -0.30
N 1.88 0.63 1.12  0.05
O 3.42 0.28 -2.21  -0.93
C 2.83 0.91 -0.01  1.27
C 1.83 1.94 0.47  -0.77
H 1.02 2.08 -0.22  0.23
H 2.91 -1.09 3.17  0.66
C -0.28 4.05 -0.27  -0.30
C 1.15 2.35 3.74  -1.51
N 0.71 4.64 0.42  1.10
H 2.69 4.12 -1.32  0.03
C -2.00 -2.41 3.58  -1.09
H -2.07 -6.71 -1.59  0.31
H -5.29 -4.38 0.41  0.46
C -3.28 1.16 0.21  0.40
N 0.44 -2.21 0.94  0.38
P -1.60 0.60 0.69  1.42
C -1.38 -6.10 -2.17  -1.03
H 3.20 2.73 3.33  0.57
C -3.12 0.00 2.96  -0.17
H 4.85 1.13 2.47  0.44
C 1.60 -3.62 2.39  -0.65
C -3.85 2.36 0.66  -0.43
C -5.89 1.88 -0.53  -0.86
C -4.35 -4.04 0.00  -1.24
H 3.59 7.22 0.70  0.39
C -1.26 1.36 -3.12  0.01
H -3.18 -1.26 -3.38  0.32
H -0.38 1.62 -2.55  0.18
C 2.69 0.88 2.36  1.53
C 3.54 6.25 0.20  -1.30
H -4.36 0.21 -5.01  0.46
H -0.52 4.59 -1.18  0.21
C 1.75 -2.91 1.05  0.12
C -3.64 -2.90 0.17  -0.49
N 4.08 0.80 1.91  -0.26
H -3.88 -2.06 0.80  0.32
Br -3.83 3.00 -5.91  -0.20
C -1.84 2.25 -4.02  -0.93
H -0.47 -7.82 -3.07  0.38
H 3.39 5.31 -2.42  0.52
H 1.11 -3.97 -4.16  0.56
O 0.53 -2.92 3.05  -0.36
H -5.56 3.64 0.66  0.46
C -3.49 0.56 -4.49  -0.78
H -3.60 -0.56 -1.01  -0.18
H 1.13 -6.43 -4.39  0.41
C 4.19 0.96 0.56  -1.22
H -3.26 3.03 1.28  0.46
H 1.07 6.58 0.96  0.42
O 5.61 1.41 -1.31  -0.67
O 6.43 1.53 0.77  -0.73
C -3.67 -0.77 3.97  -0.73
H -3.58 0.95 2.73  0.34
C -0.14 2.49 3.42  -0.46
O 1.29 0.07 -1.60  -0.71
C 2.22 3.07 1.42  -0.23
H 2.51 -2.13 1.10  -0.38
C 0.41 -4.58 -3.61  -0.57
H 0.17 6.42 -0.56  0.50
H -3.84 -5.71 -1.22  0.24
C 3.19 -4.81 0.26  -1.84
C -2.46 -4.12 -1.17  -0.34
H 3.45 -2.43 -1.06  0.51
C -0.48 -3.89 -2.74  0.40
N -1.76 0.14 -2.90  0.37
C 2.33 6.19 -0.75  0.82
C -5.14 2.71 0.30  -0.83
Hg -0.64 -1.17 -0.95  4.99
C -0.49 -6.74 -3.00  -0.92
C -2.83 -0.25 -3.57  -0.41
C 2.34 2.33 2.79  -0.12
H 2.48 -3.57 3.02  0.29
C 2.50 0.34 -1.38  -0.15
H 2.92 -5.47 1.09  0.37
H 2.85 0.18 4.40  0.41
C 1.01 6.03 0.02  -1.51
N 1.41 4.26 1.51  -0.88
H 1.38 2.17 4.78  0.37
C -0.12 -2.22 2.07  -0.19
N -0.95 2.91 -0.10  -0.29
H -5.89 0.05 -1.66  0.51
C -2.01 -0.41 2.21  0.71
H -0.90 2.43 4.20  0.46

The orbital gap (alpha / beta) comes out at 5.5 / 5.5 eV. Its spin multiplicity is 2. The net charge is -1.

[2]
This record from OMol25 describes a 4-piece molecular cluster, C26H59BBrO12 overall at a distorted geometry. The level of theory is ωB97M-V with the def2-TZVPD basis set.

Each line ends with the Mulliken charge.
CARTESIAN COORDINATES (ANGSTROEM)
H 2.53 0.25 3.61  -0.05
H -4.05 2.70 -0.04  0.39
H -1.34 3.46 -2.11  0.15
O 0.30 -1.21 3.41  -0.71
H 0.52 0.86 -5.17  0.19
H -3.11 0.57 -6.60  0.41
H -1.19 0.07 3.83  0.14
H -0.08 1.58 -8.50  0.23
C -5.20 6.33 -1.09  -0.62
C -0.15 0.09 3.43  -0.30
O -1.20 1.28 -6.84  -0.24
C -4.50 6.11 -3.31  -0.80
C 3.08 -3.44 3.39  -0.77
H -1.69 -2.16 3.11  -0.39
C -0.79 0.85 -8.12  -0.78
H -2.74 3.73 1.84  0.57
H -3.91 6.30 0.64  0.15
H 1.42 2.07 -3.11  0.44
B -0.67 -1.86 2.46  1.05
H 2.68 1.37 4.95  0.52
H -1.80 3.05 0.49  0.08
H 4.23 -8.28 -0.92  0.33
H 3.23 -7.36 -2.08  0.31
H 4.78 -6.69 -1.50  0.23
C 2.21 -0.62 5.59  -1.22
C -0.39 0.47 1.95  0.44
C -0.68 3.89 -2.87  -0.55
C 0.26 0.60 -4.14  -0.57
H 3.85 -2.96 4.01  0.43
H 0.98 -0.13 -3.78  0.48
H 0.53 -2.86 0.82  0.18
H -0.29 -0.13 -8.06  0.33
C 4.00 -5.59 3.59  -0.57
O -1.85 5.10 0.56  -0.29
H 1.14 1.83 1.13  0.38
C -3.75 3.75 -0.05  -0.36
H -3.55 4.03 -1.09  0.16
O 3.60 -4.57 2.72  -0.24
H -1.22 4.68 -3.39  0.24
C 2.15 -7.29 0.35  -0.68
H -5.50 7.39 -1.05  0.41
O 1.90 -0.06 1.36  -0.04
H 3.34 -5.64 4.46  0.33
H 0.20 4.32 -2.38  0.35
C -2.49 3.86 0.78  -0.29
O 2.68 -7.48 2.75  -0.48
H 1.29 -7.05 -0.29  0.43
H -1.82 -0.66 -6.47  0.34
H 4.52 -7.64 3.51  0.41
H 0.15 0.99 5.36  0.55
H 2.74 -2.72 2.64  0.03
H 3.15 -1.15 5.44  0.27
Br 0.64 2.86 3.79  -0.24
C -4.86 5.86 0.31  -0.36
O -4.86 4.46 0.47  -0.48
C 1.83 -6.88 1.77  -0.18
H -2.20 1.59 -4.45  0.15
C 0.36 1.82 -3.25  -0.19
H 1.81 -5.80 1.86  0.09
O -4.11 6.19 -1.97  -0.20
H -6.06 5.74 -1.45  0.35
H 2.23 -0.84 -0.52  0.35
H -2.96 0.00 -4.34  0.40
H -0.93 -3.73 1.28  0.34
H -0.08 1.58 -2.27  0.07
C -1.01 5.47 1.63  -0.67
C 2.10 0.52 4.57  -0.14
H -5.01 7.02 -3.64  0.34
H 4.49 -6.86 1.92  0.16
C 0.81 0.78 1.07  -0.38
H 2.33 -8.37 0.32  0.34
C 3.91 -7.27 -1.21  -0.83
O -0.94 -0.74 1.47  -0.84
C 3.98 -6.93 2.89  -0.39
H 0.83 -7.26 1.99  0.42
C 2.74 -0.29 0.28  -1.06
H 5.03 -5.39 3.95  0.39
C -2.10 0.38 -6.22  -0.58
H 3.16 0.63 -0.14  0.32
H -1.12 1.27 1.83  -0.13
C 0.66 0.97 4.40  -0.29
O 3.29 -6.60 -0.14  -0.19
O -0.31 2.92 -3.83  -0.38
H 2.24 -0.21 6.60  0.40
H -5.65 6.22 0.97  0.39
H 0.47 0.60 0.04  0.12
C -2.09 0.54 -4.72  -0.36
H 0.48 -3.86 2.31  0.08
H -0.20 4.74 1.76  0.07
C -0.08 -3.16 1.68  -0.81
H -1.57 5.55 2.57  0.36
H -3.60 5.97 -3.91  0.20
H -1.64 0.77 -8.81  0.31
H 1.39 -1.32 5.49  0.27
O -0.99 -0.06 -4.08  -0.45
H 3.56 -0.91 0.64  0.22
H 2.23 -3.71 4.02  0.40
H -0.58 6.44 1.39  0.27
H -5.17 5.25 -3.48  0.34

The orbital gap comes out at 6.7 eV. The net charge is -1.

[3]
This record from OMol25 describes C35H55AsCl2N5O4Pb as an isolated structure. The level of theory is ωB97M-V with the def2-TZVPD basis set.

Each line ends with the Mulliken charge.
CARTESIAN COORDINATES (ANGSTROEM)
C -0.75 -2.22 -3.62  -1.85
H -1.24 -1.68 -4.43  0.44
C -2.83 -3.14 -2.58  -1.74
C 2.11 5.79 -5.17  -0.43
N -2.35 -0.29 0.39  1.01
Pb 0.45 -0.81 -0.39  0.81
C 3.07 -2.86 -0.42  -0.86
H -6.88 1.85 2.62  0.47
H -2.66 -0.48 -3.04  1.06
H -3.80 -1.48 1.41  0.88
C 3.62 2.48 -0.69  -1.44
O -2.19 -3.61 1.82  -0.69
N 0.52 0.18 2.42  2.70
C -1.89 -2.46 1.54  -0.81
H 4.19 1.56 -0.78  0.30
C 2.04 1.98 -3.18  -1.18
C 2.58 -1.24 2.23  -1.04
C 1.09 3.98 -1.06  -1.54
H 4.23 5.74 -4.83  0.41
H -1.33 1.64 -1.42  0.10
C 2.60 0.91 3.51  -1.81
H 2.80 1.50 2.61  0.26
O 4.64 -1.33 -1.33  -0.71
H -3.37 -2.85 -3.49  0.42
H -0.01 5.53 -5.38  0.40
H 0.64 -1.89 4.19  0.23
C 3.46 -1.56 -1.15  0.35
H 0.17 -4.04 0.82  0.61
C 0.92 -3.95 0.03  -1.44
H -0.89 1.79 0.87  0.15
H 0.22 -1.74 -3.44  0.30
C 1.30 -1.04 4.43  -1.80
Cl -2.35 -0.98 4.11  -0.18
H 2.17 -1.42 4.97  0.44
H 4.20 3.53 -3.74  0.43
H 1.79 4.70 -1.48  0.48
C 2.85 -3.77 2.45  -1.45
H -6.66 0.88 4.90  0.42
H -0.32 -4.75 -1.54  0.45
H -3.22 -2.13 -0.08  -0.29
C -5.97 1.35 2.93  -0.64
H -0.91 0.91 3.81  0.36
H 3.56 0.59 3.91  0.50
H 2.97 -3.61 -1.20  0.61
H -2.49 -4.17 -2.71  0.39
H 0.90 -3.60 -2.12  0.56
N -0.78 -2.68 -1.23  -0.14
C -3.66 0.04 3.60  1.62
H 3.89 -3.77 2.12  0.36
H -2.87 1.82 -2.27  0.50
C -5.85 0.80 4.19  -0.52
H 0.76 -0.37 5.10  0.42
H -0.05 3.34 -4.26  0.38
C -4.92 1.27 2.03  0.47
C -2.03 -0.71 -2.17  -2.12
O -0.71 -1.94 1.70  -0.70
C 0.89 3.87 -4.38  -0.09
C -2.90 -1.58 0.80  -0.01
H 1.25 1.33 -3.57  0.36
C 0.91 5.10 -5.01  -0.75
H 0.90 0.57 1.56  -0.70
C -4.69 0.13 4.52  -0.77
C 0.19 -3.80 -1.32  -1.15
H 3.66 2.83 0.34  0.43
C 2.07 3.29 -3.90  0.14
C 2.01 -2.65 1.84  0.19
H 3.91 -3.14 0.20  0.17
H 0.15 2.15 3.11  0.67
C -0.42 1.24 2.90  -1.35
H 1.02 -2.75 2.25  -0.05
H 0.94 4.20 0.00  0.49
C -2.41 1.53 -1.32  -1.68
H 0.14 4.07 -1.57  0.34
H 4.05 3.25 -1.33  0.48
N -2.55 0.66 1.45  0.27
H -4.59 -0.35 5.48  0.51
C 1.75 -0.31 3.18  1.62
H 2.84 -0.67 1.33  -0.11
H 2.12 6.75 -5.66  0.39
H 3.53 -1.40 2.74  0.77
C -3.69 0.65 2.33  -2.09
H 2.86 -3.65 3.54  0.48
H 2.12 1.54 4.25  0.43
H 2.42 -4.75 2.24  0.38
As 1.77 2.14 -1.22  0.98
O 2.46 -0.81 -1.52  -0.27
H -0.56 -3.24 -3.97  0.44
C -1.45 1.58 1.79  -0.34
H -3.84 -0.08 -1.11  0.41
H -2.76 2.21 -0.57  0.51
Cl -5.24 2.00 0.49  -0.19
H -1.40 -2.92 -0.46  0.47
C -1.63 -2.22 -2.37  1.62
N 1.80 -2.80 0.35  0.86
H -1.91 2.52 2.10  0.36
H -0.09 -0.66 2.18  -0.49
H -3.53 -3.11 -1.75  0.35
C 3.29 5.22 -4.70  -0.76
C 3.27 3.98 -4.08  -0.18
H -1.10 -0.16 -2.36  0.09
H 2.98 1.43 -3.28  0.61
C -2.77 0.08 -1.00  0.72
H 1.49 -4.88 0.00  0.54

The orbital gap comes out at 7.9 eV. The net charge is +1.

[4]
This record from OMol25 describes C5H9N3O in the gas phase at a distorted geometry. The level of theory is ωB97M-V with the def2-TZVPD basis set.

Each line ends with the Mulliken charge.
CARTESIAN COORDINATES (ANGSTROEM)
C -1.18 -0.44 0.58  0.08
N -2.11 -0.93 -0.12  -0.65
H -3.01 -0.98 0.35  0.23
H -2.10 0.13 2.31  0.23
H 2.08 -1.42 0.14  0.27
C 0.79 1.05 0.05  0.62
C 1.03 1.76 -1.25  -1.30
H 0.07 1.89 -1.75  0.32
H -0.42 0.51 2.23  0.25
C 0.18 -0.32 -0.10  0.95
H 1.64 1.12 -1.89  0.36
N 0.45 -1.05 -1.30  -0.71
O 1.06 1.51 1.14  -0.61
H -0.39 -1.53 -1.62  0.33
H 0.59 -2.44 0.43  0.32
H 1.50 2.72 -1.08  0.37
C 1.01 -1.54 0.01  -0.68
N -1.20 -0.04 1.88  -0.39

The orbital gap comes out at 10.4 eV. The net charge is 0. As for the SMILES: [H]/N=C(\N)[C@@]1(C(C)=O)CN1.

[5]
This record from OMol25 describes a 2-piece molecular cluster, C18H38BClF3NO3 overall at a distorted geometry. The level of theory is ωB97M-V with the def2-TZVPD basis set.

Each line ends with the Mulliken charge.
CARTESIAN COORDINATES (ANGSTROEM)
H 0.63 0.42 2.20  0.55
H -1.78 -2.57 -0.42  0.68
C -1.62 -0.79 -1.49  2.18
H 5.19 -2.13 -1.89  0.37
C -1.05 -1.64 -2.65  -1.50
C 4.22 -1.66 -1.71  -0.58
H -2.78 0.35 3.49  0.40
C -1.42 -1.56 -0.16  -0.80
C 0.89 -0.23 -3.66  1.08
C -2.83 1.41 3.74  -0.89
H -0.59 0.80 0.51  -1.33
C -0.47 -0.94 -3.87  -1.54
F 1.21 2.80 0.30  -0.33
H -3.67 1.58 4.42  0.38
H 0.08 -1.48 3.48  0.41
H -1.07 2.35 -0.14  0.28
H -4.18 -2.02 0.11  -0.33
C 1.98 -0.62 -4.67  -1.35
C -1.40 1.00 5.67  -0.87
H -0.91 1.06 -2.47  0.47
H -0.61 2.40 2.68  0.58
H 0.48 2.04 4.04  0.32
H -1.82 3.86 3.95  0.37
C 3.84 -0.75 -2.89  -0.38
C -0.41 1.70 3.49  -0.85
Cl 0.21 -1.74 0.56  -0.18
H 2.17 -2.38 -1.61  -0.18
C -0.20 0.34 2.90  0.33
H -0.77 3.53 5.35  0.39
H -2.14 1.33 6.40  0.37
O -2.28 -0.98 0.75  -1.03
H -2.95 2.00 2.84  0.37
H 2.76 -2.43 -3.81  0.31
H -1.55 -0.05 5.44  0.39
H 1.22 -0.38 -2.63  -0.39
N -1.58 1.82 4.44  0.10
H 1.55 -1.18 -5.50  0.45
H -2.53 3.36 5.50  0.39
H -2.34 1.17 -1.48  0.62
C 3.13 -1.43 -4.07  -0.74
H -0.31 -2.34 -2.27  0.38
C -1.34 0.74 -1.52  -1.91
O 0.10 -0.61 3.91  -0.65
C 3.17 -2.71 -1.33  -0.67
H -0.40 1.15 6.06  0.35
H 4.77 -0.32 -3.27  0.50
H 4.38 -1.01 -0.84  0.33
H -4.20 0.05 0.21  -0.37
H 3.87 -1.59 -4.87  0.44
C 0.87 1.83 -0.63  0.91
H 3.19 -2.94 -0.26  0.31
B -3.57 -0.98 -0.08  1.33
H -0.30 -1.73 -4.62  0.61
F 1.09 2.39 -1.86  -0.30
H -1.08 0.02 2.33  -0.34
H 3.26 0.10 -2.52  0.05
H -1.91 -2.23 -2.98  0.50
H 2.42 0.29 -5.08  0.38
H 0.72 0.85 -3.77  0.35
H -1.20 -0.27 -4.32  0.25
O -3.04 -0.89 -1.51  -0.88
C -1.68 3.25 4.84  -0.93
C -0.56 1.41 -0.38  0.65
F 1.81 0.83 -0.46  -0.18
H 3.34 -3.64 -1.87  0.35

The orbital gap comes out at 6.9 eV. The net charge is 0.

[6]
This record from OMol25 describes C27H29N4NiOP2S as an isolated structure. The level of theory is ωB97M-V with the def2-TZVPD basis set.

Each line ends with the Mulliken charge.
CARTESIAN COORDINATES (ANGSTROEM)
H 7.72 0.34 2.67  0.43
H 9.91 -1.24 -0.68  0.38
C 6.60 -0.99 -0.26  0.67
P -3.81 0.73 -0.42  1.15
H -4.62 -4.33 3.99  0.39
Ni -1.74 0.01 0.30  -0.12
O -2.88 -1.48 1.14  -0.67
C -2.76 3.91 -3.62  -0.68
C -2.20 2.63 -1.65  0.39
H -5.14 -1.24 -0.59  0.34
C -2.18 -3.71 1.01  0.26
H -4.69 2.44 1.06  0.31
H -4.73 3.60 -4.41  0.39
N 0.26 -0.56 0.44  0.28
C 2.36 -0.26 1.55  -0.42
C 0.98 -0.23 1.52  -0.71
H 0.41 0.07 2.39  0.48
H 4.93 -1.56 -1.46  0.17
C -4.36 2.39 -2.68  -0.60
N 5.25 -0.22 1.41  -0.65
H -5.94 1.87 -0.05  0.40
H 2.91 0.01 2.44  0.50
H 7.81 -1.76 -1.89  0.38
C -3.46 2.02 -1.69  0.07
H -1.72 -5.78 1.17  0.40
H 0.69 3.70 -1.04  0.48
C -3.93 -4.19 3.17  -0.75
C 6.56 -0.41 1.02  0.56
C 8.93 -0.42 1.05  -0.46
N 5.28 -1.14 -0.62  0.03
H -2.38 3.36 1.35  0.30
C 0.92 -0.98 -0.64  -0.82
H 1.32 2.30 -0.15  0.35
H 9.87 -0.21 1.55  0.38
H -0.66 3.41 1.73  0.40
C -3.16 -5.24 2.65  -0.08
H 0.81 2.10 -1.83  0.42
H -5.63 -0.10 -1.86  0.46
H -3.23 -6.24 3.06  0.36
H -0.88 4.04 -2.61  0.30
C -4.02 3.33 -3.64  -0.81
S -1.21 -3.43 -0.35  -0.39
C -1.39 3.48 0.92  -1.33
N -2.92 -2.72 1.59  0.11
H 2.77 -1.39 -1.61  0.26
C 2.31 -1.04 -0.70  -0.72
C -4.78 -0.52 -1.32  -1.26
C -1.86 3.57 -2.62  -0.54
H 0.32 -1.30 -1.48  0.65
C -2.32 -5.00 1.60  -0.82
H -4.32 -2.08 2.94  0.42
C 3.05 -0.66 0.41  0.97
H -1.32 4.47 0.46  0.41
C 0.59 2.62 -0.89  -1.38
C -3.78 -2.96 2.61  -0.17
H -5.34 1.93 -2.71  0.29
C 7.75 -0.12 1.68  -0.74
H -5.45 0.87 1.34  0.37
C 8.96 -1.01 -0.22  -0.41
H -2.49 4.64 -4.37  0.39
C 4.52 -0.67 0.43  -0.05
C -5.10 1.56 0.57  -1.25
P -1.07 2.14 -0.29  1.23
C 7.79 -1.31 -0.90  -1.03
H -4.12 -1.04 -2.01  0.35

The orbital gap (alpha / beta) comes out at 6.4 / 6.3 eV. Its spin multiplicity is 2. The net charge is 0.

[7]
This record from OMol25 describes a 2-piece molecular cluster, C2H2N4O3 overall at a distorted geometry. The level of theory is ωB97M-V with the def2-TZVPD basis set.

Each line ends with the Mulliken charge.
CARTESIAN COORDINATES (ANGSTROEM)
O -3.16 0.65 2.95  -0.72
H -1.44 -0.72 0.91  0.41
C -2.24 0.61 2.18  0.63
N -1.27 1.50 2.15  -0.48
N 0.15 -1.04 -0.31  -0.42
N -0.59 3.31 3.57  -0.69
O 2.18 -0.19 -0.60  -0.65
C -1.06 2.35 3.08  0.35
N 1.28 -0.67 0.14  -0.01
O -2.33 -0.44 1.34  -0.54
H -0.10 -0.81 -1.28  0.12

The orbital gap comes out at 7.4 eV. The net charge is -2.